No. 1
A molecular structure, C17H20BN9PtS at a distorted geometry, computed with ωB97M-V/def2-TZVPD.

2S+1: 2
largest force on an atom: 2.4 eV/A
total charge: +3
molecular weight: 588.4 g mol⁻¹
E_tot: -46091.528 eV

Structure (XYZ):
```
49
Properties=species:S:1:pos:R:3:forces:R:3:mulliken_charge:R:1
Pt 2.36973 0.80712 0.32253 -2.300 -0.400 0.706 2.30
C 2.34068 2.10983 3.81083 0.391 -0.018 -0.348 -1.46
C 1.07672 1.54657 3.28559 -0.562 0.003 0.439 0.78
C -0.16704 1.43019 3.93346 0.245 -0.069 -0.370 -1.39
C -1.01253 0.84219 3.02015 0.233 0.233 0.441 0.37
N -0.33555 0.60804 1.87615 -0.513 -0.233 -0.227 0.66
N 0.93895 1.04482 2.05676 0.885 0.094 -0.429 -1.32
B -0.64084 0.00134 0.49709 0.709 0.504 0.796 -0.37
N 0.32535 -1.20850 0.33392 -0.722 -0.460 -0.145 0.94
C 0.05882 -2.50340 0.05719 0.257 0.013 0.207 0.08
C 1.24727 -3.19266 -0.09704 0.149 0.189 0.143 -1.32
C 2.25705 -2.25395 0.09041 0.180 -0.088 -0.360 0.88
C 3.72673 -2.35820 -0.04441 0.219 0.314 0.009 -1.57
N 1.64989 -1.08772 0.40239 0.855 1.374 -0.135 -0.99
N -0.34952 1.12311 -0.54244 -0.814 -0.139 -0.266 0.94
C -1.14234 1.64649 -1.50259 0.191 0.240 0.121 0.08
C -0.41476 2.54947 -2.25528 0.193 0.038 0.199 -1.32
C 0.86719 2.54785 -1.71440 0.178 -0.080 -0.363 0.89
C 2.11053 3.22556 -2.14314 0.335 -0.089 0.161 -1.56
N 0.83877 1.71463 -0.65091 1.412 -0.548 0.588 -0.99
N -1.99558 -0.52802 0.13192 0.745 0.222 0.017 0.48
C -3.19797 -0.65261 0.72664 -0.476 -0.437 -0.797 0.23
C -4.07452 -1.23980 -0.16063 0.471 -0.024 -0.426 -1.52
C -3.34301 -1.47414 -1.34765 -1.682 0.115 1.602 1.17
C -3.86106 -2.09018 -2.58772 0.244 -0.110 -0.479 -1.72
N -2.09675 -1.03445 -1.13754 -0.856 -0.886 -1.700 -0.31
H 2.21338 2.45673 4.83180 0.025 0.006 -0.004 0.38
H 2.67850 2.94728 3.19483 -0.085 0.091 0.112 0.34
H 3.13744 1.36171 3.79078 -0.050 -0.029 0.157 0.34
H -0.40334 1.73897 4.93696 0.003 0.009 0.022 0.48
H -2.04700 0.60141 3.17617 -0.133 -0.120 -0.218 0.47
H -0.94781 -2.88115 0.01286 -0.041 0.000 0.122 0.60
H 1.37897 -4.23832 -0.31769 -0.003 -0.043 0.064 0.51
H 4.03294 -3.38324 -0.23354 0.014 -0.004 0.062 0.39
H 4.23323 -1.99146 0.85150 -0.004 -0.201 0.076 0.35
H 4.07704 -1.74360 -0.88119 -0.075 -0.097 -0.086 0.38
H -2.18193 1.38257 -1.58971 -0.057 0.055 0.101 0.60
H -0.75605 3.13772 -3.09010 -0.034 0.065 0.024 0.51
H 1.92407 3.90262 -2.97202 -0.001 0.047 0.043 0.39
H 2.85198 2.48884 -2.47202 -0.095 -0.027 -0.113 0.37
H 2.56194 3.78265 -1.31878 -0.112 0.172 -0.064 0.35
H -3.39415 -0.33157 1.73185 0.200 0.113 0.148 0.47
H -5.11200 -1.48090 -0.00317 -0.014 0.015 0.052 0.51
H -4.90901 -2.34640 -2.46242 -0.001 0.005 0.013 0.40
H -3.30696 -2.99447 -2.85510 -0.127 -0.119 0.129 0.45
H -3.76255 -1.42038 -3.44675 -0.188 0.094 0.049 0.45
S -1.20061 -1.35883 -2.69072 0.204 0.308 0.663 -0.04
C 0.34359 -0.80393 -2.40351 2.192 0.864 0.610 0.63
N 1.41215 -0.39985 -2.15130 -1.584 -0.963 -1.343 -0.31
```
Forces are in eV/Å.

No. 2
A molecular structure, C17H20BrClNbO10 at a distorted geometry, computed with ωB97M-V/def2-TZVPD.

largest force on an atom: 2.3 eV/A
total charge: -1
molecular weight: 592.6 g mol⁻¹
E_tot: -122543.412 eV

Structure (XYZ):
```
50
Properties=species:S:1:pos:R:3:forces:R:3:mulliken_charge:R:1
C 1.92572 -4.17723 -5.81056 0.135 -0.077 -0.009 -1.16
C 2.09665 -3.26432 -4.58664 -0.091 -0.195 -0.107 -0.34
Nb 0.28011 -2.26543 -3.82027 -2.161 -0.034 -0.820 -0.54
Cl -1.16651 -3.06400 -5.57744 0.349 0.132 0.344 -0.45
Br -1.76872 -1.24025 -2.54998 0.323 -0.183 -0.004 -0.42
C 1.56666 -1.55644 -2.14705 -0.118 -0.150 0.202 -0.53
C 1.38954 -2.32702 -0.87056 -0.534 0.014 -0.134 -0.20
O 2.12093 -1.64693 0.23661 0.376 -0.332 -0.260 -0.21
C 2.02635 -2.17613 1.44244 -0.205 -0.008 0.261 0.10
O 1.06603 -2.71908 1.93260 0.167 -0.053 -0.202 -0.56
H 1.58092 -3.62642 -6.69093 -0.038 -0.069 0.132 0.34
H 2.88463 -4.64686 -6.07141 -0.088 0.014 -0.019 0.36
H 1.20827 -4.97976 -5.61304 0.045 0.116 -0.063 0.33
H 2.51647 -3.86650 -3.77374 0.070 0.228 -0.021 0.24
H 2.80134 -2.46258 -4.84032 -0.018 -0.069 0.162 0.33
H 0.15708 -3.82325 -2.82334 0.695 0.242 0.091 0.09
H 0.78845 -0.71850 -4.71336 0.771 -0.107 0.320 0.06
H 1.27658 -0.51196 -1.98937 0.118 -0.070 -0.102 0.14
H 2.60471 -1.61312 -2.49019 -0.046 0.169 0.068 0.45
H 1.80482 -3.33432 -0.95127 0.067 0.094 0.089 0.37
H 0.34166 -2.43005 -0.57726 0.162 0.180 0.015 0.25
H 2.97663 -2.06358 1.98546 -0.054 0.246 0.133 0.39
C -1.10169 2.23864 5.18298 -0.042 0.103 0.026 -1.00
C 0.17858 1.96275 4.89407 0.010 -0.048 -0.089 0.31
C 0.62140 0.61560 4.35028 -0.068 0.024 0.010 1.24
O 1.81575 0.50737 4.13213 0.039 -0.052 0.000 -0.69
C -0.36566 -0.41443 4.14808 0.088 -0.247 -0.080 -1.09
C -1.64806 -0.13811 4.43072 -0.005 0.129 0.022 0.38
C -2.09397 1.21200 4.95946 0.077 0.022 0.006 1.08
O -3.28692 1.34283 5.17311 -0.039 0.008 0.023 -0.67
O -2.64689 -0.99252 4.28877 0.041 -0.162 -0.049 -0.58
O 1.18246 2.80922 5.04150 -0.024 0.164 0.061 -0.62
H -1.42576 3.19512 5.56880 0.021 0.001 -0.013 0.43
H -0.03342 -1.37218 3.76567 -0.065 0.010 -0.063 0.45
H -3.45689 -0.51385 4.55469 0.033 0.070 0.010 0.37
H 1.97728 2.32400 4.73128 -0.031 -0.058 -0.024 0.38
C -1.15253 3.55202 1.05534 0.076 -0.015 0.077 -1.02
C -0.40798 2.65104 0.39144 -0.080 -0.084 -0.090 0.26
C -0.64194 2.33493 -1.07629 -0.109 -0.006 -0.046 0.98
O 0.11968 1.54072 -1.58288 0.159 0.049 0.042 -0.53
C -1.73480 2.98811 -1.76820 -0.020 0.017 -0.086 -1.13
C -2.47804 3.87453 -1.09556 0.015 0.020 0.081 0.40
C -2.21896 4.22080 0.35523 0.029 -0.033 -0.018 1.10
O -2.95493 5.06383 0.84594 -0.013 0.016 0.041 -0.68
O -3.50249 4.54587 -1.60771 -0.056 -0.010 -0.168 -0.60
O 0.58304 1.96384 0.92553 0.032 -0.007 0.135 -0.52
H -0.98995 3.79445 2.09407 0.035 -0.006 0.090 0.53
H -1.90712 2.73181 -2.80389 -0.021 -0.016 0.008 0.47
H -3.83575 5.10907 -0.88017 0.045 -0.018 0.043 0.38
H 0.92721 1.36627 0.22523 -0.048 0.037 -0.023 0.32
```
Forces are in eV/Å.

No. 3
A single C17H20BrFN6O2 molecule, computed with ωB97M-V/def2-TZVPD.

largest force on an atom: 0.1 eV/A
total charge: 0
molecular weight: 439.3 g mol⁻¹
E_tot: -103747.991 eV
ΔE to the lowest compared entry with this formula, charge and spin: 5.59 kcal/mol

Structure (XYZ):
```
47
Properties=species:S:1:pos:R:3:forces:R:3:mulliken_charge:R:1
O -1.79917 1.49108 0.63253 -0.003 0.020 0.017 -0.61
C -1.11461 2.48388 0.78998 0.022 -0.052 -0.042 0.31
N -0.65778 2.91661 1.98267 -0.006 0.040 0.015 0.00
C -1.00015 2.25064 3.23087 -0.009 -0.009 0.013 -1.01
C -0.48283 0.81732 3.28969 0.031 -0.011 0.005 -0.57
C 1.01478 0.70864 3.13233 -0.007 0.018 -0.008 0.77
F 1.61693 1.27597 4.26368 0.016 -0.001 0.016 -0.42
C 1.52397 -0.72362 3.02163 0.018 0.000 -0.012 -1.12
N 1.32763 -1.25378 1.68809 0.021 -0.020 0.010 0.89
C 0.20532 -1.70509 1.08869 -0.021 -0.008 0.007 0.00
C 0.58360 -1.98639 -0.19647 0.020 0.011 -0.016 -0.53
C -0.23054 -2.52826 -1.31207 0.014 -0.014 -0.008 0.99
C -0.20626 -4.02858 -1.39917 -0.019 0.010 0.000 -0.44
C -0.54782 -4.76421 -2.66050 0.003 0.002 -0.003 -0.77
C 0.87610 -4.71795 -2.17593 0.005 -0.009 0.008 -0.50
C -1.49572 -1.78339 -1.65375 -0.005 0.002 0.008 -0.50
C -0.29829 -1.69413 -2.55818 0.004 -0.002 -0.006 -0.85
N 1.90889 -1.69637 -0.30897 -0.011 -0.037 -0.030 -0.26
N 2.34955 -1.25240 0.82416 -0.016 0.043 0.027 -0.89
C -0.69654 3.33478 -0.38841 -0.061 0.001 0.011 0.50
N -1.41199 4.44736 -0.58879 0.013 0.024 0.001 -0.57
C -1.09066 5.15516 -1.65775 -0.007 -0.005 -0.008 -0.36
N -0.13323 4.87327 -2.53568 -0.002 0.004 0.004 -0.63
C 0.57914 3.78247 -2.31447 -0.001 0.003 0.008 0.63
O 1.55593 3.48036 -3.16812 0.003 -0.005 -0.004 -0.45
C 0.33504 2.95178 -1.21654 0.025 0.004 -0.021 0.13
Br 1.37078 1.42312 -0.89260 0.008 0.010 -0.004 -0.05
H -0.17706 3.79924 2.01319 0.008 -0.004 -0.005 0.26
H -0.56885 2.83869 4.03952 -0.007 0.007 -0.002 0.46
H -2.08511 2.24650 3.35406 0.008 -0.008 0.001 0.34
H -0.75853 0.38030 4.25326 -0.012 -0.015 -0.006 0.46
H -0.96914 0.24278 2.50359 -0.007 0.003 -0.019 0.27
H 1.36874 1.27229 2.26501 -0.008 -0.004 0.014 0.08
H 2.59678 -0.72938 3.20194 -0.002 -0.010 0.008 0.37
H 1.03740 -1.37474 3.74898 -0.010 0.014 0.007 0.34
H -0.74214 -1.78810 1.59042 0.004 0.001 0.017 0.53
H -0.51211 -4.51535 -0.47895 -0.007 -0.004 -0.003 0.54
H -1.08848 -5.69523 -2.56232 0.000 0.000 0.003 0.28
H -0.80250 -4.19613 -3.54434 0.002 -0.003 -0.002 0.20
H 1.56610 -4.07913 -2.71066 -0.004 0.003 -0.002 0.22
H 1.31051 -5.62112 -1.77114 0.004 0.002 0.000 0.30
H -2.33315 -2.37992 -1.99078 0.003 -0.001 -0.001 0.28
H -1.75082 -0.91108 -1.06498 0.000 0.001 -0.004 0.22
H 0.26799 -0.77384 -2.56057 -0.005 -0.005 0.003 0.04
H -0.33819 -2.19927 -3.51283 -0.002 0.001 0.000 0.30
H -1.66325 6.05640 -1.84131 0.002 0.003 0.003 0.45
H 1.55976 4.16885 -3.84899 0.001 0.001 -0.001 0.37
```
Forces are in eV/Å.

No. 4
A single C17H20BrFN6O2 molecule, computed with ωB97M-V/def2-TZVPD.

largest force on an atom: 0.0 eV/A
total charge: 0
molecular weight: 439.3 g mol⁻¹
E_tot: -103748.104 eV
ΔE to the lowest compared entry with this formula, charge and spin: 2.99 kcal/mol

Structure (XYZ):
```
47
Properties=species:S:1:pos:R:3:forces:R:3:mulliken_charge:R:1
O 1.78246 -2.05632 0.45935 0.001 -0.026 0.007 -0.63
C 0.99111 -1.99526 1.38120 0.002 0.017 0.007 0.06
N 1.33197 -1.73076 2.66209 -0.014 0.000 -0.007 -0.15
C 2.65753 -1.22116 2.97637 0.000 -0.001 -0.002 -1.03
C 2.86271 0.17170 2.38587 0.002 -0.004 -0.007 -0.55
C 1.92407 1.20854 2.96429 -0.003 0.004 -0.009 0.65
F 2.45624 1.67463 4.17110 0.002 0.001 0.011 -0.42
C 1.70267 2.41408 2.05903 0.001 0.007 -0.010 -1.12
N 0.80282 2.06369 0.97890 -0.002 0.016 -0.003 0.88
C 1.07358 1.53929 -0.23603 -0.007 -0.012 0.003 0.05
C -0.15567 1.27133 -0.78015 0.001 0.011 -0.002 -0.39
C -0.49377 0.72583 -2.11934 0.003 -0.004 0.005 1.07
C -0.39680 1.73682 -3.22627 0.002 0.003 -0.004 -0.51
C -1.16880 1.60522 -4.50472 0.000 0.001 0.001 -0.71
C -1.54944 2.65791 -3.49868 0.001 -0.005 0.000 -0.56
C -0.11746 -0.70913 -2.38761 -0.007 0.006 -0.006 -0.41
C -1.55273 -0.33639 -2.13696 0.007 0.003 0.001 -0.84
N -1.09834 1.64169 0.12979 -0.001 0.002 -0.004 -0.18
N -0.51656 2.10978 1.18661 0.001 -0.015 0.008 -0.96
C -0.50265 -2.13932 1.17375 0.001 0.029 -0.029 1.24
N -1.24155 -1.30188 1.91596 0.003 -0.020 0.023 -0.48
C -2.54247 -1.29952 1.69841 0.001 -0.003 0.003 -0.42
N -3.19029 -2.07255 0.83314 0.000 -0.002 -0.004 -0.63
C -2.46275 -2.92118 0.12983 -0.006 -0.003 0.007 0.75
O -3.09137 -3.71877 -0.73185 0.006 0.001 -0.001 -0.49
C -1.06857 -2.99941 0.25588 0.003 -0.009 0.000 -0.36
Br -0.11543 -4.25107 -0.76082 -0.001 -0.001 0.001 -0.04
H 0.56406 -1.51754 3.27950 0.003 0.000 0.002 0.36
H 2.76544 -1.21008 4.06050 0.002 0.001 0.000 0.42
H 3.39777 -1.90792 2.56833 0.000 -0.001 0.002 0.36
H 3.88796 0.51214 2.55052 0.000 0.002 0.002 0.49
H 2.71061 0.09677 1.30821 0.001 0.000 0.002 0.27
H 0.94155 0.78493 3.19035 0.000 -0.001 0.003 0.18
H 1.23607 3.21316 2.63112 0.000 0.000 0.000 0.39
H 2.64239 2.77436 1.64016 0.001 0.000 0.000 0.31
H 2.07500 1.40153 -0.60474 0.001 -0.003 0.002 0.45
H 0.59156 2.17377 -3.32536 0.000 -0.001 0.002 0.56
H -0.68040 1.92474 -5.41471 -0.001 -0.001 -0.001 0.29
H -1.83303 0.76181 -4.63101 0.001 -0.001 -0.002 0.20
H -2.44624 2.48831 -2.91756 0.000 0.003 0.001 0.22
H -1.34533 3.69296 -3.73372 -0.002 0.001 0.001 0.31
H 0.15475 -0.95246 -3.40634 0.003 -0.003 0.002 0.31
H 0.42639 -1.24930 -1.62313 0.002 0.003 -0.002 0.03
H -1.99383 -0.57820 -1.18056 -0.001 0.001 -0.003 0.01
H -2.24209 -0.37128 -2.96846 -0.002 0.001 0.002 0.20
H -3.13952 -0.60333 2.27416 0.001 0.001 -0.002 0.43
H -4.03361 -3.50218 -0.67644 -0.003 0.001 0.001 0.38
```
Forces are in eV/Å.

Among the records above, which one has the highest molecular weight?
C17H20BrClNbO10

Among the records above, which one has the highest total charge?
C17H20BN9PtS

Look up the E_tot of the fourth one.
-103748.104 eV

Which of these has the lowest total charge?
C17H20BrClNbO10